[1]
A structure of composition C5H10O2, computed with ωB97M-V/def2-TZVPD.

Last column: Mulliken charge in e.
Positions of all 17 atoms, in Å:
O 0.066 1.228 1.852  -0.488
C 0.367 1.795 0.589  -0.473
C 0.743 0.668 -0.357  -0.875
C -0.374 -0.337 -0.582  0.200
C -0.039 -1.634 -1.337  -0.494
O -0.699 -2.433 -0.349  -0.433
C -0.766 -1.307 0.544  -0.433
H -0.214 1.935 2.444  0.286
H 1.205 2.506 0.665  0.324
H -0.500 2.344 0.187  0.336
H 1.626 0.153 0.045  0.357
H 1.038 1.109 -1.318  0.310
H -1.258 0.158 -1.004  0.313
H 1.042 -1.846 -1.370  0.267
H -0.460 -1.772 -2.340  0.279
H -1.761 -1.196 0.989  0.266
H -0.017 -1.370 1.342  0.258

Calculated values
Strongest force on any atom ... 0.452 eV/A
LUMO level ... 0.81 eV
ΔE to the lowest compared entry with this formula, charge and spin ... 53.3 kcal/mol
Multiplicity ... 1



[2]
The ion C3H5O4PS with charge -2 in a non-equilibrium geometry, computed with ωB97M-V/def2-TZVPD.

Last column: Mulliken spin population.
Positions of all 14 atoms, in Å:
C 0.029 0.338 0.389  0.061
C 1.112 -0.676 0.228  0.017
C -1.665 -0.544 -0.808  0.773
O -2.823 0.703 1.343  0.002
O -3.615 0.844 -1.058  0.081
O -4.036 -1.322 0.177  0.023
O -0.665 0.345 -0.818  -0.015
P -3.258 -0.055 0.123  0.016
S 0.348 -2.211 -0.238  0.984
H -0.594 -0.032 1.188  -0.028
H 0.547 1.263 0.674  0.004
H 1.697 -0.400 -0.556  -0.024
H 1.631 -0.712 1.178  0.012
H -1.859 -0.825 -1.830  0.093

Calculated values
Strongest force on any atom ... 3.164 eV/A
LUMO level (spin up / spin down) ... 5.45 / 4.20 eV
Charge ... -2
Multiplicity ... 3